(1)
A gas-phase ion, C60H77N4 (charge +1), computed with wB97M-V/def2-TZVPD.

```
! RIJCOSX wB97M-V def2-TZVPD def2/J DEFGRID3
* xyz 1 1
C -6.434 -1.191 -1.008
C -6.144 -0.583 0.370
C -7.049 0.628 0.609
C -4.656 -0.310 0.560
C -4.076 0.932 0.266
C -2.690 1.119 0.330
C -2.090 2.463 -0.077
C -3.102 3.617 -0.141
C -1.181 2.432 -1.308
C -1.847 0.066 0.821
C -0.399 0.231 1.040
N 0.043 0.980 2.121
C -0.697 1.990 2.866
C -0.398 3.349 2.646
C 0.804 3.795 1.783
C 2.012 3.882 2.700
C 0.523 5.055 0.976
C -1.215 4.317 3.256
C -2.364 3.942 3.942
C -2.653 2.597 4.162
C -1.769 1.606 3.702
C -1.897 0.149 4.188
C -3.318 -0.178 4.639
C -0.890 -0.149 5.297
N 1.382 0.969 2.167
N 1.776 0.029 1.249
C 3.215 -0.092 1.079
C 3.819 0.737 0.129
C 3.061 1.909 -0.456
C 2.571 1.579 -1.847
C 3.823 3.239 -0.392
C 5.158 0.510 -0.184
C 5.907 -0.382 0.583
C 5.327 -1.030 1.674
C 3.972 -0.884 1.956
C 3.424 -1.410 3.267
C 2.147 -2.250 3.172
C 3.230 -0.269 4.281
C 0.684 -0.272 0.384
C 0.626 -1.367 -0.743
C -2.457 -1.193 1.121
C -1.641 -2.365 1.670
C -1.331 -3.445 0.626
C -2.309 -3.056 2.864
C -3.837 -1.358 0.972
H -5.832 -2.089 -1.178
H -7.491 -1.464 -1.100
H -6.195 -0.465 -1.796
H -6.385 -1.340 1.130
H -6.828 1.107 1.568
H -6.943 1.366 -0.195
H -8.091 0.293 0.632
H -4.716 1.767 -0.036
H -1.410 2.716 0.750
H -3.652 3.684 0.810
H -2.588 4.574 -0.308
H -3.820 3.482 -0.964
H -0.408 1.651 -1.208
H -1.746 2.234 -2.232
H -0.670 3.403 -1.434
H 1.001 2.984 1.066
H 2.274 2.862 3.001
H 2.879 4.341 2.217
H 1.756 4.465 3.594
H -0.460 5.001 0.495
H 0.562 5.939 1.622
H 1.262 5.184 0.178
H -0.952 5.380 3.184
H -3.039 4.706 4.335
H -3.559 2.337 4.719
H -1.641 -0.466 3.313
H -4.047 0.062 3.858
H -3.438 -1.234 4.887
H -3.537 0.395 5.546
H 0.139 0.085 4.988
H -1.134 0.463 6.179
H -0.921 -1.207 5.586
H 2.169 2.052 0.170
H 1.962 0.667 -1.808
H 1.940 2.382 -2.261
H 3.402 1.378 -2.546
H 4.201 3.401 0.628
H 4.685 3.245 -1.080
H 3.152 4.080 -0.651
H 5.598 1.033 -1.035
H 6.964 -0.575 0.332
H 5.929 -1.680 2.314
H 4.211 -2.064 3.667
H 2.198 -2.994 2.364
H 2.001 -2.791 4.120
H 1.269 -1.606 3.017
H 4.164 0.288 4.423
H 2.484 0.440 3.898
H 2.884 -0.650 5.252
H 1.352 -2.103 -0.401
H -0.431 -1.635 -0.500
H -0.677 -1.978 2.031
H -0.724 -3.066 -0.199
H -0.744 -4.253 1.088
H -2.259 -3.841 0.190
H -2.578 -2.339 3.646
H -3.222 -3.567 2.534
H -1.616 -3.794 3.297
H -4.296 -2.336 1.201
C 3.224 -3.698 -0.984
C 2.684 -3.479 -2.335
N 3.236 -4.197 -3.376
C 4.308 -5.177 -3.235
C 2.549 -3.941 -4.555
C 1.489 -3.038 -4.214
C 0.568 -2.730 -5.212
C 0.807 -3.082 -6.540
C 1.899 -3.907 -6.859
C 2.746 -4.423 -5.860
C 1.621 -2.675 -2.811
C 0.548 -1.638 -2.172
C 0.198 -0.540 -3.165
C 1.171 0.089 -3.958
C 0.820 1.087 -4.873
C -0.545 1.405 -5.066
C -0.947 2.639 -5.881
C -1.543 0.704 -4.361
C -1.157 -0.208 -3.377
H 2.876 -2.922 -0.308
H 2.954 -4.659 -0.524
H 4.309 -3.600 -1.022
H 4.606 -5.505 -4.232
H 5.182 -4.745 -2.730
H 3.983 -6.055 -2.655
H -0.326 -2.166 -4.977
H 0.150 -2.704 -7.331
H 2.003 -4.199 -7.920
H 3.478 -5.196 -6.145
H -0.382 -2.298 -2.418
H 2.232 -0.205 -3.904
H 1.574 1.656 -5.460
H -1.824 3.178 -5.455
H -0.144 3.400 -5.973
H -1.216 2.317 -6.903
H -2.609 0.999 -4.560
H -1.970 -0.733 -2.862
*
```

* E_HOMO: -9.39 eV
* calculated total energy: -2551.2620 a.u.

***

(2)
14 unconnected molecules or ions with the total composition C60H92N5O18, computed with wB97M-V/def2-TZVPD.

```
! RIJCOSX wB97M-V def2-TZVPD def2/J DEFGRID3
* xyz -1 1
C 21.103 9.105 -28.050
C 21.538 8.249 -26.793
C 20.412 7.202 -26.549
C 20.459 6.005 -27.464
C 21.791 5.320 -27.468
C 23.008 6.337 -27.684
N 22.885 7.554 -26.864
O 24.006 8.469 -26.968
C 23.045 6.601 -29.216
C 24.285 5.546 -27.364
C 21.573 9.116 -25.514
H 21.817 9.923 -28.141
H 20.074 9.432 -27.898
H 21.191 8.445 -28.913
H 19.443 7.699 -26.519
H 20.559 6.763 -25.562
H 20.105 6.449 -28.394
H 19.721 5.214 -27.336
H 21.745 4.563 -28.251
H 21.906 4.786 -26.525
H 22.039 6.604 -29.636
H 23.711 5.931 -29.759
H 23.387 7.616 -29.420
H 24.302 4.504 -27.682
H 24.562 5.606 -26.311
H 25.132 5.954 -27.917
H 21.915 8.509 -24.676
H 20.633 9.580 -25.217
H 22.274 9.940 -25.650
C 20.631 6.071 -21.626
C 21.078 5.887 -22.918
C 21.003 4.596 -23.455
C 20.452 3.500 -22.744
C 20.084 3.713 -21.425
C 20.205 5.035 -20.838
N 20.421 2.157 -23.348
O 20.166 1.174 -22.660
O 20.748 2.000 -24.496
H 20.691 7.072 -21.223
H 21.452 6.699 -23.524
H 21.218 4.487 -24.508
H 19.686 2.941 -20.783
H 19.909 5.295 -19.833
C 17.671 11.928 -29.170
C 18.234 13.188 -29.136
C 19.012 13.580 -28.049
C 19.116 12.760 -26.961
C 18.405 11.555 -26.957
C 17.748 11.088 -28.062
N 20.037 13.054 -25.806
O 19.962 12.366 -24.730
O 20.756 13.985 -25.938
H 17.202 11.508 -30.047
H 18.086 13.699 -30.075
H 19.485 14.550 -28.092
H 18.376 10.841 -26.148
H 17.336 10.090 -28.045
C 26.350 3.577 -30.479
C 25.229 2.782 -30.738
C 25.191 2.020 -31.917
C 26.249 2.136 -32.869
C 27.282 3.075 -32.658
C 27.319 3.755 -31.405
N 26.253 1.299 -34.091
O 27.020 1.480 -35.002
O 25.363 0.464 -34.237
H 26.337 4.036 -29.502
H 24.471 2.626 -29.985
H 24.436 1.271 -32.105
H 28.024 3.018 -33.440
H 28.146 4.345 -31.040
C 22.426 10.158 -21.273
C 23.584 10.300 -20.503
C 24.029 11.521 -19.991
C 23.317 12.664 -20.440
C 22.109 12.533 -21.152
C 21.732 11.277 -21.684
N 23.770 13.996 -20.025
O 24.814 14.107 -19.350
O 23.083 14.958 -20.334
H 22.190 9.236 -21.784
H 24.198 9.416 -20.414
H 24.856 11.616 -19.303
H 21.518 13.409 -21.375
H 20.818 11.086 -22.226
C 17.378 7.223 -21.087
C 18.063 8.551 -21.474
O 18.787 9.081 -20.673
C 17.906 9.122 -22.844
H 17.120 6.770 -22.044
H 16.549 7.447 -20.416
H 18.084 6.688 -20.451
H 18.841 9.618 -23.106
H 17.076 9.824 -22.770
H 17.624 8.344 -23.553
C 26.367 10.308 -28.847
C 27.296 9.289 -28.112
O 27.922 9.632 -27.115
C 27.386 7.876 -28.601
H 25.351 9.916 -28.898
H 26.692 10.532 -29.863
H 26.380 11.179 -28.193
H 28.290 7.654 -29.167
H 26.566 7.574 -29.253
H 27.372 7.223 -27.728
C 29.979 3.278 -27.208
C 28.504 3.672 -27.192
O 28.186 4.904 -27.177
C 27.497 2.566 -26.970
H 30.333 3.412 -28.230
H 30.177 2.306 -26.756
H 30.531 4.024 -26.635
H 26.570 3.024 -26.627
H 27.872 1.785 -26.308
H 27.408 2.100 -27.952
C 18.954 4.909 -30.694
C 18.610 6.175 -31.445
O 18.322 6.143 -32.635
C 18.416 7.397 -30.566
H 18.349 4.843 -29.790
H 19.946 5.104 -30.287
H 18.941 4.004 -31.301
H 17.567 7.228 -29.903
H 18.102 8.281 -31.120
H 19.266 7.650 -29.931
C 22.881 -0.250 -26.154
C 23.486 0.881 -26.868
O 24.696 0.929 -27.127
C 22.610 2.027 -27.135
H 23.707 -0.924 -25.925
H 22.217 -0.821 -26.802
H 22.410 0.004 -25.205
H 23.025 2.717 -27.870
H 22.365 2.605 -26.243
H 21.676 1.585 -27.483
C 24.581 11.976 -26.272
C 25.394 11.410 -25.104
O 26.616 11.238 -25.225
C 24.728 11.302 -23.766
H 23.806 12.638 -25.885
H 24.019 11.178 -26.756
H 25.179 12.497 -27.019
H 25.406 10.959 -22.985
H 23.813 10.742 -23.960
H 24.439 12.303 -23.447
C 26.604 6.393 -24.899
C 26.264 7.715 -24.369
O 27.035 8.660 -24.621
C 24.929 7.888 -23.592
H 27.543 6.077 -24.443
H 26.660 6.374 -25.987
H 25.946 5.570 -24.621
H 24.289 7.006 -23.566
H 24.290 8.703 -23.930
H 25.155 8.163 -22.562
C 25.045 7.141 -32.066
C 26.393 7.110 -32.745
O 27.336 7.708 -32.245
C 26.491 6.412 -34.102
H 25.121 7.586 -31.074
H 24.666 6.143 -31.846
H 24.243 7.665 -32.586
H 27.371 6.699 -34.678
H 25.576 6.735 -34.599
H 26.588 5.326 -34.085
C 20.540 10.595 -31.367
C 21.891 10.996 -31.799
O 22.169 11.729 -32.730
C 22.991 10.386 -30.975
H 20.527 10.326 -30.311
H 20.178 9.729 -31.921
H 19.826 11.418 -31.418
H 22.949 9.301 -30.870
H 23.092 10.877 -30.007
H 23.978 10.614 -31.376
*
```

* E_HOMO: -3.24 eV
* calculated total energy: -3969.0141 a.u.

***

(3)
A molecular structure, C60H94BCsN10O2P3Si, computed with wB97M-V/def2-TZVPD.

```
! RIJCOSX wB97M-V def2-TZVPD def2/J DEFGRID3
* xyz 0 2
Cs -0.504 -1.202 -1.463
C -0.996 -4.226 2.654
C -0.796 -2.999 2.004
N -1.012 -3.105 0.703
N -1.372 -4.385 0.481
C -1.362 -5.081 1.640
B -1.625 -4.974 -0.936
N -2.595 -4.098 -1.799
C -3.293 -4.590 -2.843
C -3.983 -3.556 -3.433
C -3.631 -2.442 -2.659
N -2.796 -2.773 -1.683
N -0.293 -5.134 -1.711
C 0.506 -6.207 -1.889
C 1.608 -5.808 -2.610
C 1.396 -4.440 -2.825
N 0.259 -4.034 -2.281
N -2.377 -6.304 -0.724
C -3.620 -6.363 -0.195
C -4.003 -7.680 -0.143
C -2.902 -8.370 -0.680
N -1.933 -7.541 -1.027
H -0.892 -4.454 3.700
H -0.497 -2.050 2.425
H -1.607 -6.128 1.663
H -3.251 -5.638 -3.089
H -4.643 -3.605 -4.281
H -3.961 -1.418 -2.763
H 0.215 -7.170 -1.514
H 2.434 -6.415 -2.934
H 2.023 -3.737 -3.350
H -4.136 -5.465 0.101
H -4.932 -8.082 0.221
H -2.776 -9.430 -0.829
C 3.067 -2.714 -0.333
Si 2.712 -0.968 0.273
C 4.176 0.077 -0.322
C 5.431 -0.052 0.272
C 6.524 0.663 -0.195
C 6.371 1.516 -1.277
C 5.130 1.657 -1.881
C 4.020 0.950 -1.415
P 2.285 1.049 -2.031
C 1.805 2.824 -1.769
C 0.345 3.027 -2.189
C -0.178 4.385 -1.729
C 0.693 5.519 -2.259
C 2.148 5.315 -1.854
C 2.676 3.956 -2.316
C 2.229 0.776 -3.868
C 3.148 1.590 -4.812
C 3.960 0.701 -5.753
C 4.720 -0.369 -4.973
C 3.784 -1.219 -4.086
C 2.336 -0.734 -4.150
C 2.582 -1.012 2.152
C 2.676 -2.221 2.850
C 2.523 -2.264 4.226
C 2.286 -1.092 4.931
C 2.182 0.113 4.253
C 2.303 0.168 2.866
P 2.173 1.628 1.761
C 3.662 2.628 2.187
C 3.956 3.033 3.631
C 5.403 3.541 3.738
C 5.838 4.344 2.498
C 4.630 4.953 1.798
C 3.734 3.845 1.237
C 0.665 2.689 2.036
C -0.612 1.842 1.911
C -1.079 1.265 3.242
C -1.240 2.353 4.298
C 0.058 3.135 4.490
C 0.536 3.716 3.167
H 3.954 -3.104 0.177
H 3.279 -2.706 -1.402
H 2.238 -3.401 -0.167
H 5.555 -0.719 1.119
H 7.491 0.554 0.279
H 7.218 2.075 -1.654
H 5.043 2.333 -2.718
H 1.835 2.886 -0.673
H -0.285 2.227 -1.799
H 0.271 2.973 -3.282
H -0.181 4.414 -0.632
H -1.215 4.519 -2.050
H 0.328 6.486 -1.907
H 0.625 5.535 -3.353
H 2.227 5.372 -0.762
H 2.773 6.116 -2.255
H 3.709 3.840 -1.987
H 2.676 3.929 -3.410
H 1.187 1.051 -4.061
H 3.846 2.205 -4.246
H 2.543 2.292 -5.394
H 4.660 1.316 -6.323
H 3.301 0.230 -6.487
H 5.470 0.122 -4.346
H 5.270 -1.008 -5.666
H 4.129 -1.180 -3.050
H 3.829 -2.270 -4.381
H 1.725 -1.290 -3.433
H 1.920 -0.954 -5.137
H 2.856 -3.142 2.311
H 2.588 -3.210 4.748
H 2.171 -1.117 6.008
H 1.983 1.011 4.817
H 4.464 1.937 1.892
H 3.825 2.184 4.301
H 3.258 3.807 3.963
H 6.070 2.686 3.869
H 5.506 4.153 4.637
H 6.354 3.688 1.790
H 6.554 5.117 2.782
H 4.939 5.624 0.993
H 4.070 5.565 2.512
H 4.125 3.506 0.274
H 2.737 4.250 1.040
H 0.721 3.273 1.109
H -0.472 1.041 1.179
H -1.409 2.484 1.515
H -0.365 0.520 3.595
H -2.018 0.734 3.085
H -1.573 1.920 5.244
H -2.023 3.053 3.980
H 0.825 2.482 4.910
H -0.086 3.941 5.214
H 1.468 4.269 3.293
H -0.209 4.453 2.840
C -1.645 -0.231 -6.045
O -2.543 0.538 -5.233
C -2.129 0.741 -3.975
O -1.071 0.356 -3.531
N -3.080 1.416 -3.277
N -2.900 1.639 -1.912
H -2.022 -0.142 -7.059
H -1.655 -1.272 -5.723
H -0.633 0.163 -5.974
H -3.976 1.560 -3.719
H -3.484 1.018 -1.360
H -3.120 2.602 -1.688
C -3.673 -1.264 4.371
C -4.640 -1.505 3.212
C -6.069 -1.651 3.738
P -4.264 -0.324 1.828
C -4.721 1.377 2.434
C -4.529 2.361 1.275
C -6.041 1.622 3.169
C -5.495 -0.783 0.493
C -5.522 -2.311 0.383
C -6.922 -0.233 0.483
H -3.825 -2.017 5.146
H -3.839 -0.285 4.831
H -2.635 -1.321 4.046
H -4.351 -2.462 2.763
H -6.319 -0.855 4.437
H -6.164 -2.595 4.280
H -6.819 -1.651 2.950
H -3.915 1.592 3.147
H -5.318 2.261 0.528
H -3.566 2.201 0.785
H -4.553 3.390 1.638
H -6.898 1.184 2.663
H -6.222 2.696 3.258
H -6.012 1.216 4.178
H -5.006 -0.410 -0.418
H -6.108 -2.738 1.199
H -4.520 -2.738 0.405
H -5.987 -2.617 -0.556
H -7.507 -0.586 1.332
H -7.431 -0.577 -0.421
H -6.956 0.855 0.483
*
```

* ΔE to the lowest compared entry with this formula, charge and spin: 96.2 kJ/mol
* E_HOMO (spin up / spin down): -5.92 / -7.74 eV
* calculated total energy: -4399.3945 a.u.

***

| no. | strongest force on any atom (eV/A) |
| --- | --- |
| 1 | 5.9 |
| 2 | 4.5 |
| 3 | 1.2 |